No. 1
{
  "formula": "C2H4CsO",
  "method": "the ωB97M-V functional and the def2-TZVPD basis",
  "species": ["H", "C", "H", "H", "C", "O", "Cs", "H"],
  "positions_angstrom": [[0.745, -4.720, 0.152], [-0.796, 1.298, 0.195], [-0.264, 1.807, 1.007], [-1.636, 1.817, -0.267], [-0.495, 0.025, -0.164], [0.496, -0.691, 0.311], [3.069, 0.905, -0.284], [-1.119, -0.442, -0.949]],
  "charge": 0,
  "multiplicity": 2,
  "lumo_ev": [-0.8, -0.8],
  "orbital_gap_ev": [5.3, 5.3],
  "s2": 0.75,
  "de_lowest_kj_mol": 43.3
}

=====

No. 2
{
  "formula": "C3H8O",
  "method": "the ωB97M-V functional and the def2-TZVPD basis",
  "species": ["C", "O", "C", "C", "H", "H", "H", "H", "H", "H", "H", "H"],
  "positions_angstrom": [[-0.634, 1.024, 0.436], [-0.608, 1.607, 1.529], [0.630, 0.292, 0.117], [0.713, -0.836, -0.978], [-1.325, 1.279, -0.364], [-2.039, -0.615, 1.079], [-1.332, -0.251, 0.877], [0.899, -0.249, 1.013], [1.470, 0.992, -0.003], [0.305, -0.469, -1.921], [0.171, -1.705, -0.597], [1.750, -1.070, -1.188]],
  "charge": 0,
  "lumo_ev": 0.3,
  "orbital_gap_ev": 10.1,
  "de_lowest_kj_mol": 255.4
}

=====

No. 3
{
  "formula": "C37H59MgN11OP2",
  "method": "the ωB97M-V functional and the def2-TZVPD basis",
  "species": ["Mg", "N", "P", "C", "C", "C", "C", "C", "C", "C", "C", "C", "C", "C", "C", "C", "C", "C", "C", "C", "N", "H", "H", "H", "H", "H", "H", "H", "H", "H", "H", "H", "H", "H", "H", "H", "C", "N", "C", "C", "N", "N", "C", "N", "N", "H", "H", "H", "H", "H", "H", "H", "H", "H", "H", "H", "N", "P", "N", "C", "C", "C", "C", "C", "N", "C", "C", "C", "C", "C", "N", "C", "C", "C", "C", "C", "H", "H", "H", "H", "H", "H", "H", "H", "H", "H", "H", "H", "H", "H", "H", "H", "H", "H", "H", "H", "H", "H", "H", "H", "H", "H", "H", "H", "H", "H", "C", "O", "H", "H", "H"],
  "positions_angstrom": [[0.074, -0.525, 0.068], [-0.820, 2.895, -0.834], [0.702, 1.795, -0.235], [1.594, 3.383, 0.083], [1.465, 3.958, 1.350], [2.043, 5.182, 1.652], [2.760, 5.869, 0.680], [2.858, 5.332, -0.597], [2.270, 4.107, -0.897], [1.177, 1.449, -2.015], [0.206, 1.239, -2.993], [0.552, 0.892, -4.296], [1.884, 0.768, -4.656], [2.870, 0.989, -3.698], [2.516, 1.316, -2.397], [-2.105, 2.642, -0.472], [-3.177, 3.406, -1.021], [-4.469, 3.150, -0.643], [-4.741, 2.132, 0.279], [-3.656, 1.423, 0.751], [-2.383, 1.641, 0.399], [-0.755, 3.649, -1.504], [0.891, 3.441, 2.106], [1.925, 5.605, 2.644], [3.220, 6.824, 0.908], [3.391, 5.872, -1.371], [2.340, 3.727, -1.907], [-0.839, 1.330, -2.729], [-0.226, 0.718, -5.031], [2.155, 0.504, -5.672], [3.918, 0.906, -3.967], [3.288, 1.448, -1.649], [-2.951, 4.194, -1.731], [-5.281, 3.737, -1.060], [-5.746, 1.915, 0.615], [-3.800, 0.613, 1.465], [-3.359, -3.975, -0.049], [-3.204, -2.718, -0.775], [-4.373, -1.857, -0.853], [-1.962, -2.180, -0.985], [-1.683, -0.929, -1.098], [-0.963, -3.156, -1.134], [0.407, -2.927, -1.262], [1.150, -4.089, -1.257], [0.874, -1.751, -1.475], [-4.278, -3.932, 0.530], [-2.544, -4.123, 0.663], [-3.426, -4.841, -0.715], [-5.224, -2.455, -1.174], [-4.218, -1.078, -1.595], [-4.611, -1.384, 0.104], [-2.472, -0.321, -0.898], [-1.235, -4.100, -0.945], [0.795, -4.863, -0.718], [2.139, -3.946, -1.142], [1.881, -1.723, -1.607], [2.060, 0.489, 0.375], [3.112, 0.387, 1.500], [4.558, 1.252, 1.408], [5.444, 0.797, 0.301], [6.324, 1.934, -0.210], [6.976, 2.661, 0.966], [5.906, 3.236, 1.926], [4.517, 2.716, 1.572], [2.538, 0.836, 3.003], [3.383, 1.095, 4.174], [2.639, 2.033, 5.115], [1.422, 1.304, 5.712], [0.877, 0.249, 4.731], [1.093, 0.673, 3.288], [3.757, -1.157, 1.626], [4.869, -1.478, 2.513], [4.461, -2.496, 3.572], [3.918, -3.756, 2.898], [2.766, -3.386, 1.964], [3.195, -2.321, 0.958], [4.860, 0.372, -0.521], [6.100, 0.004, 0.672], [5.741, 2.635, -0.815], [7.088, 1.508, -0.862], [7.637, 3.452, 0.606], [7.606, 1.942, 1.499], [5.884, 4.328, 1.881], [6.145, 2.958, 2.956], [4.160, 3.214, 0.669], [3.808, 2.963, 2.356], [4.326, 1.525, 3.845], [3.620, 0.169, 4.718], [2.316, 2.906, 4.539], [3.307, 2.390, 5.902], [0.640, 2.024, 5.962], [1.709, 0.815, 6.646], [-0.192, 0.092, 4.893], [1.369, -0.713, 4.899], [0.548, 1.603, 3.114], [0.669, -0.068, 2.614], [5.248, -0.564, 2.967], [5.685, -1.914, 1.918], [3.680, -2.061, 4.206], [5.320, -2.730, 4.209], [3.590, -4.485, 3.642], [4.724, -4.224, 2.317], [1.933, -2.980, 2.542], [2.401, -4.272, 1.434], [2.336, -1.999, 0.386], [3.949, -2.747, 0.274], [-0.723, -2.314, 2.523], [-0.294, -1.706, 1.364], [-0.246, -1.905, 3.432], [-0.512, -3.398, 2.535], [-1.813, -2.212, 2.681]],
  "charge": 0,
  "lumo_ev": 0.2,
  "orbital_gap_ev": 6.8
}

=====

No. 4
{
  "formula": "C2H4HoO",
  "method": "the ωB97M-V functional and the def2-TZVPD basis",
  "species": ["H", "Ho", "C", "H", "H", "C", "O", "H"],
  "positions_angstrom": [[0.173, -0.230, -1.701], [-0.636, 1.240, -0.620], [1.160, 1.144, 1.184], [1.544, 2.173, 1.134], [0.552, 0.912, 2.071], [2.126, 0.135, 0.882], [2.199, -0.531, -0.165], [2.787, -0.163, 1.730]],
  "charge": 1,
  "multiplicity": 5,
  "lumo_ev": [-6.3, -6.2],
  "orbital_gap_ev": [6.7, 6.9],
  "s2": 6.01
}